No. 1
Computed, not measured: C2H6InO9PS as an isolated structure, with the ωB97M-V functional and the def2-TZVPD basis.

Positions of all 20 atoms, in Å:
In 1.033 0.419 -0.530
P 2.315 1.625 -5.325
O 2.448 3.096 -5.757
O 0.877 1.385 -4.793
O 3.295 1.388 -4.105
O 2.660 0.634 -6.472
S 4.311 -3.658 -0.629
O 4.351 -5.123 -0.850
O 3.673 -3.032 -1.721
O 3.539 -3.204 0.530
O 5.631 -3.047 -0.603
C -4.176 0.648 4.044
C -3.790 1.073 2.623
O -2.492 1.692 2.694
H -3.505 -0.123 4.421
H -5.141 0.167 4.206
H -4.201 1.530 4.684
H -4.501 1.856 2.361
H -3.858 0.319 1.839
H -2.470 2.356 3.386

As for the total charge: -2. Its gap between HOMO and LUMO is 2.154 eV.

No. 2
Computed, not measured: one molecule with the formula C6H9NO, with the ωB97M-V functional and the def2-TZVPD basis.

Positions of all 17 atoms, in Å:
C -2.480 -0.704 0.011
C -1.255 -0.371 -0.276
C -0.046 -1.358 0.057
C 1.239 -0.553 0.547
O 2.234 -0.512 -0.533
C 0.267 0.830 0.569
N -0.102 2.073 0.282
C -0.557 0.918 -0.705
H -2.889 -1.504 0.668
H -3.020 0.048 -0.412
H 0.336 -1.837 -0.771
H -0.114 -2.326 0.593
H 1.613 -0.777 1.479
H 3.201 -0.495 -0.070
H -0.131 0.456 1.542
H 0.666 2.616 -0.268
H 0.169 0.840 -1.682

As for the SMILES: C=C1C[C@@H](O)[C@H]2N[C@H]12. As for the total charge: 0. The calculation puts the energy relative to the best compared isomer or geometry (same formula, charge and spin) at 719.7 kJ/mol. Its gap between HOMO and LUMO is 9.190 eV.

No. 3
Computed, not measured: one molecule with the formula C4H6N2O, with the ωB97M-V functional and the def2-TZVPD basis.

Positions of all 13 atoms, in Å:
C -2.282 0.163 -0.006
C -0.828 0.020 -0.321
C 0.273 0.615 0.358
C 1.341 -0.056 -0.159
N 2.687 -0.080 0.134
O 0.946 -0.896 -1.118
N -0.446 -0.859 -1.211
H -2.834 -0.635 -0.508
H -2.416 0.051 1.075
H -2.695 1.130 -0.302
H 0.259 1.386 1.113
H 2.878 0.108 1.109
H 3.116 -0.948 -0.164

As for the SMILES: Cc1cc(N)on1. As for the total charge: 0. The calculation puts the energy relative to the best compared isomer or geometry (same formula, charge and spin) at 162.5 kJ/mol. Its gap between HOMO and LUMO is 9.549 eV.

No. 4
Computed, not measured: C2H3N2O as an isolated structure, with the ωB97M-V functional and the def2-TZVPD basis.

Positions of all 8 atoms, in Å:
C -0.804 0.081 -0.465
C -0.959 -0.991 -1.245
N -1.453 2.307 0.114
N -1.351 1.124 0.258
O 1.373 -0.689 1.178
H -0.505 -1.609 -2.082
H 2.634 -0.533 1.073
H 1.065 0.310 1.169

As for the total charge: +1. The calculation puts the energy relative to the best compared isomer or geometry (same formula, charge and spin) at 770.1 kJ/mol. Its gap between HOMO and LUMO is 6.268 eV.

No. 5
Computed, not measured: C57H74AsBF5N10O2S5Ti as an isolated structure, with the ωB97M-V functional and the def2-TZVPD basis.

Positions of all 156 atoms, in Å:
Ti -0.778 -0.114 -0.047
C 0.645 1.721 7.040
C 1.343 1.881 5.691
C 0.784 3.090 4.955
C 2.849 2.091 5.884
N 1.155 0.602 4.934
C 1.936 -0.505 5.243
C 1.550 -1.516 4.448
N 0.503 -1.054 3.679
B -0.303 -1.818 2.627
N -1.757 -1.969 3.123
C -2.072 -2.429 4.386
C -3.411 -2.512 4.471
N -3.930 -2.057 3.268
C -2.895 -1.710 2.461
S -3.053 -1.010 0.889
C -5.389 -2.106 2.916
C -5.585 -3.107 1.780
C -5.879 -0.711 2.541
C -6.171 -2.578 4.138
N 0.356 -3.192 2.391
C 0.074 -4.349 3.102
C 1.036 -5.245 2.832
N 1.927 -4.650 1.943
C 1.516 -3.370 1.700
S 2.256 -2.182 0.746
C 3.217 -5.271 1.500
C 4.388 -4.460 2.050
C 3.243 -5.355 -0.025
C 3.302 -6.688 2.061
C 0.262 0.247 3.973
S -1.044 1.100 3.265
H 0.812 2.611 7.649
H 1.032 0.859 7.584
H -0.430 1.593 6.900
H 1.056 3.971 5.537
H -0.297 3.053 4.855
H 1.221 3.187 3.958
H 3.025 3.116 6.210
H 3.389 1.931 4.952
H 3.264 1.434 6.648
H 2.711 -0.471 5.984
H 1.923 -2.523 4.377
H -0.336 -1.154 1.638
H -1.316 -2.630 5.124
H -4.028 -2.824 5.289
H -5.025 -2.815 0.892
H -6.643 -3.148 1.519
H -5.267 -4.104 2.089
H -5.480 -0.379 1.588
H -5.591 0.017 3.302
H -6.968 -0.730 2.474
H -5.906 -3.593 4.435
H -7.227 -2.580 3.872
H -6.044 -1.905 4.987
H -0.808 -4.459 3.705
H 1.140 -6.256 3.172
H 4.400 -3.449 1.649
H 5.321 -4.956 1.781
H 4.330 -4.408 3.139
H 3.064 -4.381 -0.479
H 2.496 -6.069 -0.379
H 4.224 -5.709 -0.344
H 3.348 -6.700 3.150
H 4.221 -7.138 1.687
H 2.471 -7.313 1.728
S -1.141 0.550 -2.301
C -2.415 1.761 -2.485
C -2.940 1.949 -3.766
C -3.906 2.914 -3.983
C -4.358 3.707 -2.931
C -3.839 3.513 -1.663
C -2.875 2.533 -1.432
As -2.086 2.205 0.303
C -3.667 2.469 1.412
C -4.921 2.129 0.913
C -6.066 2.455 1.623
C -5.968 3.088 2.854
C -4.718 3.390 3.372
C -3.570 3.090 2.651
C -1.118 3.875 0.601
C -0.432 4.071 1.796
C 0.235 5.265 2.029
C 0.237 6.263 1.065
C -0.418 6.054 -0.140
C -1.087 4.861 -0.379
H -2.576 1.342 -4.586
H -4.307 3.053 -4.979
H -5.106 4.470 -3.100
H -4.187 4.130 -0.844
H -5.016 1.623 -0.039
H -7.037 2.207 1.212
H -6.863 3.347 3.405
H -4.630 3.881 4.333
H -2.610 3.372 3.058
H -0.400 3.283 2.538
H 0.763 5.407 2.965
H 0.757 7.195 1.245
H -0.397 6.814 -0.910
H -1.553 4.705 -1.341
C 2.684 -0.792 -2.869
N 3.810 -1.050 -3.767
C 5.041 -0.971 -2.969
N 5.199 0.331 -2.314
C 4.035 0.551 -1.457
N 2.770 0.513 -2.207
C 2.837 1.544 -3.254
N 3.973 1.350 -4.156
C 3.849 0.024 -4.767
C 5.200 1.367 -3.353
H 2.652 -1.573 -2.104
H 1.758 -0.817 -3.454
H 5.896 -1.145 -3.624
H 5.017 -1.752 -2.206
H 4.132 1.531 -0.981
H 4.008 -0.218 -0.679
H 2.925 2.527 -2.787
H 1.909 1.517 -3.830
H 4.699 -0.142 -5.430
H 2.932 -0.009 -5.359
H 5.300 2.345 -2.879
H 6.056 1.209 -4.011
C -3.106 -2.362 -3.311
C -1.954 -3.235 -3.807
C -0.577 -2.712 -3.415
S 0.029 -2.815 -1.718
O -0.894 -1.914 -0.837
C -0.399 -4.501 -1.295
C -1.860 -4.799 -0.938
C -2.156 -4.676 0.547
H -4.065 -2.849 -3.492
H -3.113 -1.404 -3.832
H -3.029 -2.141 -2.245
H -1.962 -3.252 -4.899
H -2.080 -4.273 -3.498
H -0.496 -1.648 -3.646
H 0.234 -3.223 -3.945
H 0.285 -4.769 -0.487
H -0.073 -5.038 -2.192
H -2.055 -5.822 -1.268
H -2.537 -4.158 -1.500
H -1.576 -5.399 1.121
H -3.215 -4.858 0.739
H -1.917 -3.677 0.907
F 4.321 4.783 0.882
C 3.442 3.796 0.742
C 2.597 3.765 -0.353
F 2.668 4.717 -1.280
C 1.688 2.734 -0.492
F 0.915 2.723 -1.576
C 1.591 1.726 0.457
O 0.716 0.713 0.308
C 2.459 1.753 1.539
F 2.457 0.781 2.445
C 3.375 2.783 1.681
F 4.211 2.788 2.721

As for the total charge: +1. The calculation puts the energy relative to the best compared isomer or geometry (same formula, charge and spin) at 0.0 kJ/mol. Its gap between HOMO and LUMO is 6.414 eV.

No. 6
Computed, not measured: a 2-piece molecular cluster, C4H11N2 overall, with the ωB97M-V functional and the def2-TZVPD basis.

Positions of all 17 atoms, in Å:
C -1.928 0.779 -0.833
C -1.666 -0.636 -0.274
C -0.280 -0.789 0.111
C 0.908 -1.270 -0.103
N 2.147 -0.573 -0.159
N 0.600 1.857 1.099
H -1.736 1.544 -0.084
H -2.962 0.871 -1.152
H -1.283 0.983 -1.687
H -2.320 -0.850 0.574
H -1.883 -1.385 -1.044
H 1.041 -2.355 -0.159
H 2.484 -0.504 -1.114
H 2.832 -1.049 0.421
H 0.371 0.860 1.015
H 0.554 2.084 2.090
H 1.571 1.871 0.817

As for the total charge: +1. The calculation puts the energy relative to the best compared isomer or geometry (same formula, charge and spin) at 477.1 kJ/mol. Its gap between HOMO and LUMO is 6.963 eV.

HOMO level for every record listed, in sequence, given in eV: -0.2; -8.6; -8.7; -15.1; -9.6; -14.0.